A:
C20H19N3O4S | ωB97M-V/def2-TZVPD

Values from the calculation:
LUMO	0.27	eV
charge	0
SMILES	COc1ccc2nc(C)cc(SCC(=O)N/N=C/c3ccc(O)cc3O)c2c1
Kohn-Sham gap	8.147	eV

Positions of all 47 atoms, in Å:
H (-3.39304, -5.56765, 0.50488)
H (-5.64682, -1.81755, -1.14028)
C (-4.06007, -0.58943, -0.41376)
H (3.10044, 2.14541, -1.88397)
C (0.03550, 3.24788, 0.19743)
H (6.55356, -2.83658, 0.90947)
H (-5.95187, 2.66468, -1.08263)
H (-1.01342, 2.87198, 2.03217)
H (-2.54916, 2.80366, 0.40091)
H (-2.72419, -5.47148, -1.15038)
O (-1.93177, -4.12019, 0.21415)
O (6.73932, -2.36285, 0.08886)
C (-2.92075, 1.81183, 0.20591)
H (0.71441, 2.41763, 2.05673)
C (-2.18024, 0.68429, 0.43439)
C (-2.67285, -2.99919, -0.01121)
C (3.89097, 0.56480, -0.64312)
C (4.95883, 0.33524, -1.52129)
O (-0.68048, 4.15829, -0.16143)
C (2.94302, 1.59987, -0.94654)
H (-4.46064, 3.62865, -1.18237)
C (5.90020, -0.63252, -1.27794)
O (2.80612, -0.08989, 1.41041)
C (3.79002, -0.23413, 0.51717)
H (6.72074, -0.80602, -1.95394)
N (-4.76635, 0.53887, -0.62693)
C (4.74871, -1.21321, 0.75733)
C (-0.19449, 2.44450, 1.45580)
C (-2.49069, -5.37575, -0.08485)
C (-3.97659, -3.00296, -0.54061)
H (-1.72772, -6.10595, 0.18093)
H (4.64987, -1.81169, 1.65149)
H (1.28361, 3.39618, -1.40528)
C (-4.22319, 1.68749, -0.33141)
C (-5.02743, 2.92457, -0.57613)
C (5.79728, -1.41746, -0.12507)
C (-2.07322, -1.79882, 0.31213)
H (-1.07300, -1.80617, 0.71829)
N (1.12211, 2.88654, -0.53361)
H (2.17851, 0.58642, 1.08462)
C (-2.74282, -0.58587, 0.12200)
H (-5.26286, 3.40981, 0.37022)
N (1.96409, 1.89556, -0.17632)
C (-4.64737, -1.82605, -0.73486)
H (-4.45863, -3.93317, -0.79807)
H (5.03806, 0.94247, -2.41108)
S (-0.54614, 0.68565, 1.10754)

=====

B:
C20H19N3O4S | ωB97M-V/def2-TZVPD

Values from the calculation:
LUMO	0.19	eV
charge	0
SMILES	COc1cc(S(=O)(=O)Nc2cccc(C)c2)ccc1NC(=O)c1cccnc1
Kohn-Sham gap	8.933	eV

Positions of all 47 atoms, in Å:
C (1.09855, 2.45824, 4.28799)
H (1.41614, 3.48766, 4.36223)
C (-0.06525, 0.46557, -4.12659)
N (2.19848, -0.67521, 2.71935)
H (-0.62630, 2.74938, 5.52040)
C (1.44190, 0.24040, 3.45203)
C (0.28744, -0.17199, 4.11002)
H (1.30798, -1.84568, -0.48412)
H (0.29747, 1.29310, -3.53041)
H (-1.11449, -3.34080, -2.75318)
H (1.87144, -1.62824, 2.75250)
C (-0.81886, 0.71499, -1.20368)
H (-0.37752, -3.33333, -1.13149)
C (0.94230, 1.40425, 0.30195)
O (-3.51277, 0.95764, -3.53589)
O (3.76463, 0.78506, 1.35110)
H (-0.62405, 2.68066, -0.40359)
N (0.82397, -0.08955, -4.92651)
H (-1.14386, -2.34655, -6.43002)
H (-2.63013, 1.66059, -1.42837)
C (-1.39039, 0.03906, -4.04768)
N (-1.97738, 1.05283, -1.90952)
C (-1.68567, 0.25831, 5.59550)
C (-0.04924, 2.04423, 4.94075)
C (1.45632, 0.12734, 0.24513)
H (2.75643, 1.87289, 3.04979)
C (1.85177, 1.56615, 3.54768)
C (-0.46220, 0.71977, 4.86299)
O (3.38772, -1.58422, 0.76249)
H (-2.44465, 1.03711, 5.60925)
S (2.88012, -0.32846, 1.22708)
C (0.85159, -0.87003, -0.49600)
H (-2.82894, -1.29873, -4.89432)
C (-0.86704, -1.55307, -5.75343)
H (1.21209, -1.51197, -6.33137)
H (-1.43072, 0.02136, 6.62872)
C (-1.79842, -0.97639, -4.90886)
H (-2.10300, -0.63489, 5.13723)
H (0.55941, -2.76586, -2.54425)
H (1.43753, 2.15830, 0.88891)
H (-0.02100, -1.20649, 4.03952)
O (-0.98603, -1.52000, -1.94231)
C (-2.38990, 0.69036, -3.16291)
C (-0.20168, 1.68739, -0.42463)
C (-0.43417, -2.80945, -2.08983)
C (0.43821, -1.08367, -5.70811)
C (-0.29783, -0.59808, -1.22554)

=====

It turns out A is the most stable, with the second structure 0.051 eV higher.

=====

A:
C3H2O4 | ωB97M-V/def2-TZVPD

Values from the calculation:
LUMO	-0.53	eV
charge	0
Kohn-Sham gap	9.414	eV

Positions of all 9 atoms, in Å:
C (0.51474, -0.61411, -0.14743)
O (-0.83017, 1.15057, -0.57471)
C (-0.06692, 0.40000, -1.25981)
O (-0.34620, -0.42223, 0.93952)
O (1.80879, -0.29500, 0.20329)
H (0.67897, -1.70371, -0.30802)
C (-1.25414, 0.39425, 0.57315)
O (-2.39486, 0.45596, 0.71984)
H (1.88979, 0.63427, -0.14584)

=====

B:
C3H2O4 | ωB97M-V/def2-TZVPD

Values from the calculation:
LUMO	0.12	eV
charge	0
SMILES	O=C=CO.O=C=O
Kohn-Sham gap	8.622	eV

Positions of all 9 atoms, in Å:
C (1.48963, 0.65892, -1.00056)
O (0.61175, 1.10064, 1.65951)
C (0.01759, 0.36261, 1.02941)
O (1.99833, -0.37020, -0.86810)
H (-0.97491, -1.51359, 1.27289)
H (-2.11490, -0.84692, -0.70442)
O (-1.19992, -0.49347, -0.72771)
C (-0.81008, -0.57672, 0.57029)
O (0.98250, 1.67874, -1.23132)

=====

It turns out B is the most stable, with the second structure 2.152 eV higher.

=====

A:
C4H6N4 | ωB97M-V/def2-TZVPD

Values from the calculation:
LUMO	0.79	eV
charge	0
Kohn-Sham gap	8.470	eV

Positions of all 14 atoms, in Å:
H (1.61358, 0.64652, -2.00470)
C (-0.41522, 0.65184, -0.15520)
H (-1.70460, 2.16964, -0.49178)
N (-0.86163, 1.75513, -0.86011)
H (-0.83646, 1.67827, -1.86726)
H (-1.91704, -0.06225, 2.73724)
H (0.89217, -2.72256, 1.74241)
C (0.58228, -0.24818, -0.48783)
H (2.22625, -0.85131, -1.49900)
N (-1.73208, 0.56369, 1.95974)
N (1.42289, -0.24740, -1.57897)
C (-0.92022, 0.18327, 1.09654)
N (1.08523, -2.30717, 0.83706)
C (0.56486, -1.20949, 0.57187)

=====

B:
C4H6N4 | ωB97M-V/def2-TZVPD

Values from the calculation:
LUMO	0.75	eV
charge	0
SMILES	N[C@H]1Cc2[nH]nnc21
Kohn-Sham gap	9.749	eV

Positions of all 14 atoms, in Å:
N (-0.26301, 1.11623, -2.32770)
C (0.40372, 0.20516, -0.10264)
H (-2.62873, -0.43067, 0.01487)
H (-0.99615, 1.73439, -0.50828)
C (-0.66359, 0.82933, -1.06958)
N (1.46435, 0.50146, 0.62309)
H (-1.51149, -1.08874, -1.29902)
H (0.18099, -1.69618, 2.44018)
N (1.33964, -0.36782, 1.65709)
C (-1.57535, -0.50069, -0.42666)
H (0.74180, 0.53558, -2.65583)
N (0.18097, -1.15237, 1.61560)
H (-1.02074, 0.80399, -2.90030)
C (-0.46800, -0.62395, 0.58752)

=====

It turns out A is the most stable, with the second structure 2.471 eV higher.

=====

A:
C4H6N4 | ωB97M-V/def2-TZVPD

Values from the calculation:
LUMO	0.29	eV
charge	0
SMILES	C=CC1=NN=CNN1
Kohn-Sham gap	9.568	eV

Positions of all 14 atoms, in Å:
H (3.56561, 0.12707, -0.19631)
H (1.84796, 1.80383, 0.40696)
N (-2.12595, 1.18635, 0.19742)
H (2.29427, -1.25597, -0.54484)
C (-2.47322, -0.07193, -0.02046)
C (0.16952, 0.64083, 0.00271)
H (-0.42034, -1.05986, 1.56549)
C (2.54780, -0.16958, -0.13556)
N (-0.27990, -0.73706, 0.53995)
N (-0.82469, 1.43148, -0.28543)
N (-1.42455, -0.93404, -0.33734)
H (-3.43548, -0.56970, -0.02218)
C (1.64238, 0.78624, 0.10270)
H (-1.08340, -1.17767, -1.27311)

=====

B:
C4H6N4 | ωB97M-V/def2-TZVPD

Values from the calculation:
LUMO	0.69	eV
charge	0
Kohn-Sham gap	7.906	eV

Positions of all 14 atoms, in Å:
H (-1.24998, -1.10088, -2.79452)
H (-1.52259, 0.03549, 2.07050)
C (-0.76589, -0.92759, -0.94851)
N (-1.53793, -0.63910, 1.30039)
H (2.93747, -0.95373, -1.05863)
C (-0.58156, -0.40778, 0.24571)
N (0.22291, 1.78051, 1.06963)
H (-0.67341, 2.23920, 0.76985)
C (0.48525, 0.53937, 0.39262)
N (2.19843, -0.30482, -1.20316)
N (-0.68910, -1.42881, -2.08556)
H (-1.28736, -1.49619, 1.69905)
H (0.97046, 2.43939, 0.95641)
C (1.49331, 0.22494, -0.41379)

=====

C:
C4H6N4 | ωB97M-V/def2-TZVPD

Values from the calculation:
LUMO (alpha / beta)	-0.46 / 0.10	eV
charge	0
Kohn-Sham gap (alpha / beta)	7.449 / 8.081	eV

Positions of all 14 atoms, in Å:
H (0.49275, 0.47576, -1.91175)
N (2.21705, 0.38469, -0.85089)
H (0.80494, 1.91445, -0.97602)
C (0.42363, 1.12754, 1.30187)
C (-0.47372, -0.82688, 0.21027)
H (-1.13973, -0.86365, 0.94055)
C (0.72675, 0.89571, -1.01639)
H (0.37686, -1.51764, 0.25120)
C (0.68883, 2.47376, 1.28898)
H (0.71306, 0.44777, 2.06844)
N (1.20626, 3.51378, 1.38093)
N (-0.02875, 0.59660, 0.14660)
H (-0.78349, -1.08078, -0.71083)
N (2.81410, 0.35498, 0.13851)

=====

D:
C4H6N4 | ωB97M-V/def2-TZVPD

Values from the calculation:
LUMO	0.89	eV
charge	0
Kohn-Sham gap	10.641	eV

Positions of all 14 atoms, in Å:
H (-1.61390, -1.16252, 1.06349)
N (0.36026, -0.95292, -0.14530)
C (-2.20525, -0.86026, 0.09182)
H (-0.82306, 2.11684, -0.28144)
N (0.17486, 0.37101, -0.09975)
N (2.37951, 0.18702, 0.17445)
H (1.71201, 2.11567, 0.23403)
H (2.22887, -2.03530, -0.29645)
C (1.68296, -1.05079, 0.00237)
H (-1.68849, -1.29570, -0.75449)
N (-2.24792, 0.56540, 0.05745)
H (-3.23586, -1.26572, 0.20956)
C (1.44163, 0.95733, 0.00626)
C (-1.12708, 1.00925, -0.11423)

=====

It turns out D is the most stable, with the second structure 0.910 eV higher.

=====

A:
C4H6N4 | ωB97M-V/def2-TZVPD

Values from the calculation:
LUMO	0.84	eV
charge	0
SMILES	C/N=N/c1c[nH]cn1
Kohn-Sham gap	9.717	eV

Positions of all 14 atoms, in Å:
N (1.87720, 0.41295, -0.00900)
H (3.59337, 0.37272, 0.95702)
N (1.12288, -0.54242, 0.02591)
H (-3.37638, -1.01664, -0.03025)
N (-2.16937, 0.79095, -0.00541)
N (-1.23463, -1.19127, 0.01135)
C (-0.27734, -0.19952, 0.01500)
C (-2.36945, -0.57518, -0.03074)
H (-2.85625, 1.50223, 0.06426)
C (-0.83538, 1.03588, -0.00781)
H (-0.44342, 2.03254, 0.04210)
H (3.73334, 0.46847, -0.89380)
H (3.36646, -1.12910, -0.05053)
C (3.28387, -0.01481, -0.01790)

=====

B:
C4H6N4 | ωB97M-V/def2-TZVPD

Values from the calculation:
LUMO	0.85	eV
charge	0
Kohn-Sham gap	8.871	eV

Positions of all 14 atoms, in Å:
H (1.83608, 1.20479, -0.97683)
N (-1.18992, -0.96848, 0.90810)
N (0.02986, 0.27682, 2.48657)
N (0.83466, 1.07039, -1.15176)
H (1.15886, -0.45546, -2.56195)
H (-0.25781, 0.59234, -3.04966)
H (-0.05318, 1.22224, 2.92670)
N (-1.29327, -1.35498, -0.35235)
C (0.37469, 0.17974, -2.25239)
H (-1.72046, -1.46908, 1.61801)
C (-0.52749, -0.58683, -1.03288)
C (-0.21064, 0.03257, 1.06080)
H (0.94491, -0.11852, 2.61491)
C (0.07372, 0.37446, -0.23725)

=====

It turns out A is the most stable, with the second structure 2.276 eV higher.

=====

A:
C4H6N4 | ωB97M-V/def2-TZVPD

Values from the calculation:
LUMO	0.18	eV
charge	0
SMILES	C=C(C)n1cnnn1
Kohn-Sham gap	10.033	eV

Positions of all 14 atoms, in Å:
C (-1.34565, 0.11364, -0.04737)
N (2.27234, 0.58235, 0.24165)
H (-3.17626, -0.97381, 0.49774)
C (0.97414, 1.09394, 0.10820)
N (2.10580, -0.79346, -0.01244)
N (0.12205, 0.04042, -0.21324)
H (0.69450, 2.05518, 0.09266)
H (-1.54786, -1.73127, 1.06992)
H (-1.39471, 2.26089, -0.48553)
H (-2.14125, -1.78754, -0.76756)
C (-1.98579, 1.34228, -0.08073)
N (0.83612, -1.11828, -0.25460)
C (-2.10087, -1.23493, 0.19341)
H (-3.03953, 1.30974, 0.22204)

=====

B:
C4H6N4 | ωB97M-V/def2-TZVPD

Values from the calculation:
LUMO	0.97	eV
charge	0
SMILES	[H]/N=C\n1ccc(N)n1
Kohn-Sham gap	9.019	eV

Positions of all 14 atoms, in Å:
C (1.10942, -0.30210, -0.00582)
H (-2.23191, -1.86699, 0.09223)
H (2.50473, -2.23113, 0.02703)
H (-2.72372, 1.15418, -0.07376)
H (-0.79152, 2.13891, 0.17559)
C (1.18027, 0.98192, -0.25071)
H (1.92563, 1.78325, -0.49938)
C (-2.34101, 0.10729, -0.09576)
N (-2.83364, -1.00131, -0.20824)
N (-0.85572, 0.16027, 0.38999)
N (2.22480, -1.00579, 0.00042)
C (-0.25044, 1.31721, 0.24516)
N (-0.04934, -0.88284, 0.27877)
H (3.13244, -0.35288, -0.07551)

=====

C:
C4H6N4 | ωB97M-V/def2-TZVPD

Values from the calculation:
LUMO	-0.34	eV
charge	0
SMILES	C=C1C=N/C(=N/N)N1
Kohn-Sham gap	7.997	eV

Positions of all 14 atoms, in Å:
H (3.51038, -0.29225, 0.62093)
H (-3.42947, -0.44398, -0.33154)
N (0.11893, -0.71779, -0.40338)
N (-2.05253, 0.45552, 0.37074)
H (-0.23167, -1.78588, -0.27054)
H (2.33612, 1.47209, -0.47266)
C (1.31269, 1.09563, -0.15636)
H (-2.23690, -1.54265, 0.68464)
C (1.39607, -0.32218, 0.03472)
C (2.61133, -0.98173, 0.19535)
H (2.67972, -1.97987, 0.28452)
N (0.13015, 1.59094, 0.03729)
C (-0.73362, 0.37123, -0.04487)
N (-2.50327, -0.81512, -0.10300)

=====

It turns out A is the most stable, with the second structure 1.296 eV higher.